No. 1
{"formula": "C8H26O5Si4", "method": "wB97M-V/def2-TZVPD", "elements": ["O", "O", "O", "O", "O", "C", "C", "C", "C", "C", "C", "C", "C", "Si", "Si", "Si", "Si", "H", "H", "H", "H", "H", "H", "H", "H", "H", "H", "H", "H", "H", "H", "H", "H", "H", "H", "H", "H", "H", "H", "H", "H", "H", "H"], "xyz": [[1.77517, -1.92508, -5.02731], [0.83230, 2.19236, 2.98212], [1.69331, -0.22647, -2.93432], [-0.73164, 0.95425, 1.27583], [0.06251, -0.70197, -0.61577], [0.58240, -3.02364, -2.69018], [-0.84366, -0.94410, -4.34912], [-1.63118, 3.49360, 2.56040], [-1.56238, 1.13194, 4.26459], [2.83955, -0.02349, -0.46489], [0.96316, 2.01575, -1.34574], [-2.32547, -1.42983, 0.95441], [0.46693, -1.48292, 2.27694], [0.84468, -1.48754, -3.71918], [-0.74795, 1.86121, 2.63932], [1.26432, 0.20188, -1.40838], [-0.58306, -0.69003, 0.90066], [1.68119, -1.42583, -5.85157], [1.35368, 1.47838, 3.37771], [1.14904, -2.96459, -1.74696], [0.90683, -3.84388, -3.35995], [-0.45341, -3.17132, -2.28057], [-1.17546, -0.05075, -3.70753], [-1.69396, -1.63798, -4.40443], [-0.55592, -0.66879, -5.35634], [-2.66853, 3.33185, 2.75438], [-1.22582, 4.05346, 3.42155], [-1.52976, 4.24013, 1.74443], [-0.78751, 0.79848, 4.90170], [-1.95826, 2.07034, 4.75854], [-2.29390, 0.30926, 4.22756], [3.51332, 0.70282, -0.87688], [3.21989, -1.06074, -0.42919], [2.64690, 0.29535, 0.54818], [0.72870, 2.32120, -0.36789], [1.84512, 2.37270, -1.76166], [0.14366, 2.26655, -2.02689], [-2.95904, -0.78132, 0.32151], [-2.18914, -2.45082, 0.74580], [-2.54099, -1.34647, 2.01315], [-0.06892, -1.25230, 3.20495], [0.63334, -2.52133, 2.32970], [1.37996, -0.98029, 2.52132]], "forces_ev_per_a": [[-0.2346, 0.2144, 0.0066], [0.4246, -0.2148, 0.3883], [-2.0703, -1.6618, -0.7489], [-0.3122, -1.0493, 0.1590], [0.4668, 0.2751, -0.6058], [-0.0084, 0.0543, 0.8032], [0.1060, 1.2956, 1.1928], [1.0812, 1.1753, -0.4721], [-0.3569, 1.1375, -1.1291], [-0.6160, -0.8154, 0.4061], [-2.0935, -1.6345, -1.2585], [1.6871, 2.1597, 0.1734], [-1.0089, 1.5960, 0.3187], [-0.2007, -0.0255, -0.0147], [-0.4807, -0.0669, 0.9438], [0.6273, -0.0799, 1.6787], [-0.1895, 0.7928, 0.2056], [0.0854, -0.1847, 0.4724], [-0.2004, 0.3663, -0.2124], [0.3731, -0.3908, -0.5073], [-0.2198, 0.0716, 0.7417], [0.7240, 0.2191, -0.9866], [0.3532, -1.0001, -1.2640], [0.6101, -0.0746, 0.1758], [-0.5805, 0.7010, -0.4064], [-0.8414, -0.0742, 0.0644], [-0.1846, -0.3239, 0.0029], [0.0148, -0.8850, 0.0841], [1.0303, -0.4626, 0.7709], [0.0216, -1.2276, -0.4520], [-0.0067, 0.6072, -0.1836], [0.8000, 0.0182, -0.3049], [0.0823, 0.6107, -0.2136], [0.0062, 0.0881, 0.5983], [-0.0284, 0.6477, 1.2015], [1.6763, 1.2239, -0.4785], [-0.0017, 0.2168, 0.1345], [-0.0084, -0.9074, 0.2977], [-0.5511, -1.3841, -0.7949], [-0.5611, 0.1296, 0.2017], [-0.5709, -0.1041, -0.0225], [0.1736, -1.3491, -0.4252], [0.9830, 0.3155, -0.5411]], "e_homo_ev": -9.77, "lumo_energy_ev": 0.512}

No. 2
{"formula": "C26H29NO4S", "method": "wB97M-V/def2-TZVPD", "elements": ["C", "C", "O", "C", "O", "C", "C", "O", "N", "C", "C", "C", "C", "C", "C", "C", "C", "C", "C", "C", "S", "C", "C", "C", "C", "C", "C", "C", "C", "C", "C", "O", "H", "H", "H", "H", "H", "H", "H", "H", "H", "H", "H", "H", "H", "H", "H", "H", "H", "H", "H", "H", "H", "H", "H", "H", "H", "H", "H", "H", "H"], "xyz": [[2.65482, 2.29757, -2.96801], [2.12542, 0.91941, -2.60778], [1.21888, 1.06372, -1.53593], [0.49326, -0.08580, -1.18068], [-0.69041, 0.36558, -0.57907], [-0.53641, 0.84787, 0.70504], [-1.69670, 1.63994, 1.21041], [-1.77728, 1.99715, 2.37083], [-2.63083, 1.89661, 0.27273], [-3.93454, 2.42918, 0.59462], [-4.99685, 1.36668, 0.45971], [-6.13560, 1.57849, -0.30347], [-7.09115, 0.58408, -0.42709], [-6.91146, -0.63436, 0.20367], [-5.77579, -0.85385, 0.96579], [-4.82542, 0.14158, 1.09424], [0.50360, 0.55683, 1.48430], [1.63665, -0.31579, 1.04860], [2.90569, 0.48491, 0.91143], [2.96167, 1.83072, 0.80554], [4.56174, 2.45497, 0.59497], [5.21876, 0.84357, 0.64491], [6.55367, 0.48639, 0.53198], [6.88263, -0.85125, 0.60070], [5.89485, -1.81823, 0.78410], [4.56896, -1.46396, 0.89691], [4.20589, -0.11755, 0.82508], [1.30965, -1.03168, -0.28176], [0.66232, -2.41566, -0.10785], [-0.61699, -2.49070, 0.74322], [-1.84479, -2.89096, -0.08286], [-2.03722, -2.09877, -1.22702], [1.83213, 2.94884, -3.24869], [3.35158, 2.21892, -3.79754], [3.16454, 2.73169, -2.11278], [1.61098, 0.46294, -3.46759], [2.95969, 0.26187, -2.32005], [0.16618, -0.62201, -2.08908], [-2.48518, 1.52764, -0.65483], [-4.15759, 3.28003, -0.05623], [-3.87403, 2.77799, 1.63088], [-6.27821, 2.52765, -0.80056], [-7.97569, 0.76045, -1.02132], [-7.65448, -1.41140, 0.10305], [-5.63343, -1.80229, 1.46274], [-3.94331, -0.02315, 1.69675], [0.53124, 0.97666, 2.47685], [1.80507, -1.07716, 1.82066], [2.14067, 2.51994, 0.82424], [7.30998, 1.24353, 0.39518], [7.91531, -1.15347, 0.51493], [6.17712, -2.85910, 0.83969], [3.81220, -2.22004, 1.04423], [2.25101, -1.20467, -0.81589], [0.43762, -2.80223, -1.10517], [1.41977, -3.07086, 0.32752], [-0.81240, -1.53622, 1.23097], [-0.49768, -3.23437, 1.53288], [-1.73340, -3.91436, -0.45230], [-2.73677, -2.85309, 0.56164], [-1.95994, -1.17046, -0.96745]], "forces_ev_per_a": [[-0.2149, -0.3476, 0.1647], [0.2355, -0.0495, -0.1906], [-0.3866, 0.0970, 0.1967], [0.5952, -0.4558, -0.6475], [-0.2268, 0.1676, 0.4012], [0.5306, -0.2321, 0.3784], [-0.0033, 0.1120, -0.1135], [0.0349, -0.0311, 0.1658], [-0.0433, 0.0182, -0.3676], [-0.0526, 0.1112, 0.2070], [-0.0415, 0.0504, -0.0664], [0.0966, 0.0524, 0.0839], [-0.1175, -0.0634, -0.0317], [-0.1083, -0.0170, -0.0473], [0.0524, -0.0456, 0.0593], [-0.0244, 0.0259, 0.0011], [-0.3080, 0.0192, -0.2402], [0.0913, 0.0553, -0.3346], [-0.2033, 0.3305, 0.1795], [0.3669, -0.1152, 0.1014], [-0.0048, -0.2761, 0.0420], [-0.2833, 0.1422, -0.0095], [0.1004, -0.0747, -0.0021], [0.1070, 0.1210, -0.0203], [-0.0521, -0.1494, 0.0145], [-0.0422, -0.0054, -0.0036], [0.3880, 0.2278, -0.0468], [-0.1787, 0.0425, -0.0722], [-0.0301, 0.1546, -0.0029], [-0.1683, -0.1171, -0.3153], [0.0061, -0.1780, 0.4883], [0.0077, 0.3598, -0.3250], [-0.0720, 0.0862, -0.0756], [0.0904, 0.0317, -0.0893], [0.0983, 0.0485, 0.0518], [0.0582, 0.0096, 0.0827], [-0.0778, 0.0429, -0.0422], [0.0614, 0.1084, 0.2185], [0.0543, 0.0061, 0.0982], [-0.0110, -0.0561, 0.1210], [-0.0306, 0.0494, -0.1956], [0.0052, 0.0981, -0.0609], [-0.0673, 0.0062, -0.0542], [-0.0592, -0.0622, -0.0149], [0.0136, -0.0753, 0.0434], [0.1017, -0.0402, 0.0719], [-0.1393, 0.1161, 0.0948], [-0.0504, 0.0019, -0.0183], [-0.2446, 0.0838, -0.0191], [0.1273, 0.0503, -0.0160], [0.0934, -0.0189, -0.0085], [0.0150, -0.0850, 0.0066], [-0.0855, -0.1208, 0.0121], [-0.0918, 0.0604, 0.0205], [0.0746, -0.0697, -0.0179], [0.0431, -0.0075, -0.0405], [-0.0352, -0.0677, 0.1032], [-0.0353, 0.0352, 0.0759], [-0.0117, 0.0246, 0.0918], [0.0964, -0.1137, -0.0638], [-0.0438, -0.0719, -0.0223]], "smiles": "CCO[C@@H]1OC(C(=O)NCc2ccccc2)=C[C@H](c2csc3ccccc23)[C@H]1CCCO", "e_homo_ev": -8.23, "lumo_energy_ev": 0.705}

No. 3
{"formula": "C5H8O", "method": "wB97M-V/def2-TZVPD", "elements": ["C", "C", "C", "C", "C", "H", "H", "H", "H", "H", "H", "H", "H", "O"], "xyz": [[-2.46231, 0.14346, -0.03313], [-1.12173, -0.59596, -0.19913], [0.10007, -0.54673, 0.40127], [2.18458, -0.44218, -0.17274], [2.09948, 0.92269, -0.08120], [-3.36242, -0.25671, 0.90311], [-2.12681, 1.36449, 0.19572], [-3.06500, 0.02397, -1.13476], [-1.29427, -1.30721, -1.08962], [0.32200, 0.05731, 1.38947], [3.35356, -0.79467, -0.18974], [3.13849, 1.17867, -0.39869], [1.05715, 1.63494, 0.30553], [1.17720, -1.38206, 0.10393]], "forces_ev_per_a": [[-1.5727, 2.0800, 0.5742], [0.1115, -1.7699, -1.1559], [-2.7613, -0.0503, 2.3581], [2.2242, 0.4311, 1.2783], [-1.3701, -0.4233, 0.2963], [3.2314, 1.1772, -2.8982], [-1.6428, -3.4749, -0.6574], [1.6775, 0.7243, 3.3558], [1.1315, 0.8689, 1.4745], [-0.7587, -1.0733, -2.1549], [-3.4761, 0.0090, -0.4059], [-1.2546, 1.4660, 0.6452], [3.9951, -2.1942, -1.8475], [0.4650, 2.2294, -0.8626]], "e_homo_ev": -9.17, "lumo_energy_ev": 0.969}

Energy relative to the best compared isomer or geometry (same formula, charge and spin) for every record listed, in sequence, given in eV: 0.0000, 0.0639, 5.9441.
Orbital gap for every record listed, in sequence, given in Ha: 0.37794, 0.32841, 0.37257.
E_tot for every record listed, in sequence, given in eV: -50478.22414, -47948.47275, -7356.31114.